Record 1
{
  "formula": "C45H80Br18Cl10O10P",
  "method": "ωB97M-V/def2-TZVPD",
  "species": ["C", "C", "C", "C", "P", "C", "C", "C", "C", "C", "C", "C", "C", "C", "C", "C", "C", "H", "H", "H", "H", "H", "H", "H", "H", "H", "H", "H", "H", "H", "H", "H", "H", "H", "H", "H", "H", "H", "H", "H", "H", "H", "H", "H", "H", "H", "H", "H", "H", "H", "H", "H", "H", "O", "C", "C", "O", "H", "H", "H", "H", "O", "C", "O", "C", "C", "C", "H", "H", "H", "H", "H", "H", "O", "C", "O", "C", "C", "C", "H", "H", "H", "H", "H", "H", "O", "C", "O", "C", "C", "C", "H", "H", "H", "H", "H", "H", "O", "C", "O", "C", "C", "C", "H", "H", "H", "H", "H", "H", "C", "Cl", "Cl", "H", "H", "C", "Cl", "Cl", "H", "H", "C", "Cl", "Cl", "H", "H", "C", "Cl", "Cl", "H", "H", "C", "Cl", "Cl", "H", "H", "C", "Br", "Br", "Br", "H", "C", "Br", "Br", "Br", "H", "C", "Br", "Br", "Br", "H", "C", "Br", "Br", "Br", "H", "C", "Br", "Br", "Br", "H", "C", "Br", "Br", "Br", "H"],
  "coordinates": [[0.7861, 4.6036, -3.4380], [1.0344, 3.1654, -3.8420], [1.5943, 2.2580, -2.7741], [0.5131, 1.6371, -1.8195], [1.1416, 0.7055, -0.3590], [1.9091, -0.8167, -0.8417], [3.3445, -0.6376, -1.4118], [3.9698, -2.0291, -1.7510], [3.9859, -3.0274, -0.6600], [2.4432, 1.6836, 0.5130], [1.8075, 3.0049, 1.2263], [2.9260, 3.7990, 2.0489], [2.3215, 5.0041, 2.9216], [-0.1549, 0.4885, 0.8984], [0.1089, -0.1914, 2.2941], [-0.8078, 0.4571, 3.3929], [-0.6355, -0.1517, 4.7850], [-0.0270, 4.6197, -2.7123], [0.6033, 5.2625, -4.2868], [1.6252, 5.0915, -2.9420], [1.7837, 3.1312, -4.6329], [0.1721, 2.7176, -4.3361], [2.3985, 2.7936, -2.2696], [2.0764, 1.4809, -3.3671], [-0.1535, 0.8903, -2.2508], [-0.0557, 2.3900, -1.2739], [1.3193, -1.4730, -1.4817], [1.9337, -1.4223, 0.0642], [4.0402, -0.1151, -0.7551], [3.2261, 0.0375, -2.2593], [4.9720, -1.8591, -2.1444], [3.4020, -2.3854, -2.6104], [4.4826, -2.6809, 0.2462], [4.5048, -3.9378, -0.9601], [2.9906, -3.3940, -0.4089], [3.1161, 2.0315, -0.2707], [3.0759, 1.1135, 1.1933], [1.0273, 2.8182, 1.9642], [1.3380, 3.6388, 0.4740], [3.6699, 4.2196, 1.3723], [3.4312, 3.1626, 2.7754], [2.0684, 5.8298, 2.2565], [3.0648, 5.3573, 3.6363], [1.4669, 4.6704, 3.5101], [-0.9582, -0.0510, 0.3966], [-0.6834, 1.4352, 1.0109], [1.1625, -0.1171, 2.5634], [-0.0983, -1.2560, 2.1850], [-1.8461, 0.2197, 3.1615], [-0.6415, 1.5340, 3.4232], [-1.2510, 0.3625, 5.5232], [0.3942, -0.1782, 5.1416], [-1.0119, -1.1618, 4.6234], [-4.5655, -3.5901, -3.5449], [-5.8914, -3.3024, -3.9179], [-7.1488, -3.9427, -3.1820], [-7.8860, -5.0394, -3.6277], [-6.0356, -3.3785, -4.9956], [-6.0062, -2.2393, -3.7067], [-7.8678, -3.1309, -3.0725], [-6.9443, -3.9690, -2.1116], [-6.1596, 4.6260, -2.5212], [-6.8904, 4.0507, -1.7322], [-6.5321, 2.9730, -1.0424], [-7.5693, 2.4253, -0.2845], [-8.3847, 3.6189, -0.0296], [-8.2689, 4.4207, -1.2868], [-7.1575, 1.9729, 0.6176], [-8.0420, 1.6008, -0.8182], [-7.9399, 4.1565, 0.8079], [-9.3851, 3.2627, 0.2161], [-8.3554, 5.4890, -1.0888], [-9.0528, 4.1497, -1.9940], [6.4369, -1.4280, 5.4591], [6.6297, -1.0197, 6.5859], [5.7189, -0.2568, 7.2133], [6.1274, 0.0389, 8.5420], [7.6231, -0.2221, 8.5433], [7.8291, -1.2534, 7.3880], [5.6200, -0.6498, 9.2176], [5.8579, 1.0107, 8.9556], [8.0148, -0.5315, 9.5123], [8.0350, 0.7333, 8.2184], [7.8329, -2.2341, 7.8638], [8.6856, -1.1253, 6.7261], [-9.3003, 4.4832, -7.8016], [-8.3503, 3.8867, -8.3349], [-8.2362, 2.5166, -8.1032], [-7.1636, 1.9462, -8.8781], [-6.3726, 3.1620, -9.4245], [-7.3325, 4.2670, -9.4463], [-7.4988, 1.2702, -9.6647], [-6.5124, 1.3682, -8.2223], [-5.8462, 2.8631, -10.3309], [-5.6284, 3.3494, -8.6505], [-7.7674, 4.2951, -10.4453], [-6.8937, 5.2385, -9.2189], [2.4401, -5.3301, 10.0885], [1.6158, -6.1998, 9.6907], [0.3960, -6.4888, 10.3235], [-0.2366, -7.5031, 9.5363], [0.4832, -7.5212, 8.1866], [1.8514, -7.0515, 8.4186], [-1.3170, -7.3649, 9.4954], [-0.0683, -8.4669, 10.0167], [-0.0294, -6.8791, 7.4704], [0.3225, -8.4407, 7.6237], [2.1235, -6.3193, 7.6583], [2.5769, -7.8623, 8.4837], [-0.9616, -7.8004, -6.1529], [-0.7236, -8.4101, -7.8254], [-0.1281, -8.9790, -4.9854], [-0.4619, -6.8337, -6.0902], [-2.0352, -7.7698, -5.9673], [-3.1623, -7.3091, 1.6087], [-1.9827, -8.5951, 1.7974], [-4.0129, -6.9957, 3.1952], [-2.6213, -6.4231, 1.2765], [-3.8736, -7.5836, 0.8297], [7.2085, 0.3589, -8.0172], [6.3978, 1.4230, -9.2225], [7.4721, 1.2109, -6.5014], [6.5488, -0.4942, -7.8590], [8.1619, 0.0534, -8.4484], [-0.9479, -1.6626, -8.8862], [0.6922, -2.2389, -8.4491], [-0.8746, -0.8630, -10.4675], [-1.6420, -2.5030, -8.8988], [-1.2601, -0.8792, -8.1957], [10.9837, -0.5103, -0.0739], [9.9700, 0.8032, 0.6474], [10.5924, -2.0334, 0.7649], [10.6002, -0.5994, -1.0904], [12.0259, -0.1956, -0.1271], [7.0301, 10.4583, -0.9092], [7.5579, 8.5576, -1.3469], [5.0276, 10.6372, -0.9292], [7.9596, 11.7466, -2.1490], [7.4432, 10.5934, 0.0904], [-1.9427, 9.7173, -12.4856], [-0.8298, 7.9926, -12.4333], [-2.7100, 10.0305, -10.6763], [-3.2846, 9.6745, -13.9866], [-1.2389, 10.5369, -12.6306], [0.2015, 3.9549, 12.1686], [-0.8119, 4.0862, 10.5168], [1.9316, 4.7870, 12.1301], [0.4666, 2.1124, 12.7792], [-0.3788, 4.3995, 12.9771], [-6.4418, -0.5741, 15.2520], [-5.6297, -1.8176, 13.9081], [-5.8354, -0.8007, 17.1793], [-8.4222, -0.5846, 15.1310], [-6.1359, 0.4469, 15.0237], [8.6705, -9.4715, -10.3474], [7.6409, -8.4506, -8.9852], [10.1370, -8.3018, -11.1867], [7.4652, -10.2743, -11.7151], [9.2007, -10.3013, -9.8802], [-9.3537, -1.9321, 5.1917], [-9.6740, -3.0757, 6.8181], [-9.4448, -0.0054, 5.8170], [-10.7145, -2.3366, 3.8452], [-8.3404, -2.1395, 4.8477]],
  "mulliken_charge": [-1.23, -0.89, -0.28, -0.86, 0.87, -1.15, -0.41, -0.60, -1.22, -1.29, -0.49, -0.59, -1.21, -1.50, -0.83, -0.46, -1.30, 0.30, 0.38, 0.33, 0.43, 0.40, 0.33, 0.14, 0.68, 0.46, 0.64, 0.44, 0.33, 0.06, 0.40, 0.32, 0.31, 0.40, 0.31, 0.76, 0.71, 0.05, 0.32, 0.37, 0.39, 0.31, 0.38, 0.31, 0.86, 0.68, 0.40, 0.52, 0.28, 0.37, 0.36, 0.32, 0.32, -0.89, -0.17, -0.44, -0.81, 0.24, 0.08, 0.19, 0.29, -0.62, 0.57, -0.34, -0.42, -0.44, -0.40, 0.26, 0.30, 0.23, 0.32, 0.26, 0.27, -0.62, 0.51, -0.33, -0.40, -0.55, -0.30, 0.25, 0.33, 0.36, 0.24, 0.24, 0.26, -0.60, 0.53, -0.32, -0.39, -0.51, -0.40, 0.26, 0.29, 0.36, 0.24, 0.25, 0.29, -0.60, 0.51, -0.33, -0.41, -0.61, -0.29, 0.34, 0.24, 0.27, 0.39, 0.20, 0.29, -0.22, -0.15, -0.17, 0.24, 0.30, -0.23, -0.15, -0.17, 0.25, 0.30, -0.23, -0.15, -0.14, 0.26, 0.26, -0.24, -0.16, -0.15, 0.29, 0.25, -0.22, -0.15, -0.13, 0.22, 0.29, -0.29, -0.10, -0.08, -0.08, 0.35, -0.31, -0.06, -0.03, -0.03, 0.35, -0.30, 0.00, -0.01, -0.02, 0.32, -0.29, -0.02, -0.05, -0.03, 0.34, -0.31, -0.02, -0.06, -0.02, 0.35, -0.33, -0.04, -0.04, 0.03, 0.38],
  "total_charge": -1,
  "orbital_gap_ev": 0.71,
  "energy_ha": -53790.076111
}

---

Record 2
{
  "formula": "C45H86N2O24P3",
  "method": "ωB97M-V/def2-TZVPD",
  "species": ["C", "C", "N", "C", "C", "N", "C", "C", "H", "H", "H", "H", "H", "H", "H", "H", "H", "H", "H", "C", "C", "C", "C", "C", "C", "O", "O", "H", "H", "H", "H", "H", "H", "C", "C", "C", "C", "C", "C", "O", "O", "H", "H", "H", "H", "H", "H", "C", "C", "C", "C", "C", "C", "O", "O", "H", "H", "H", "H", "H", "H", "C", "O", "P", "O", "O", "C", "O", "C", "H", "H", "H", "H", "H", "H", "H", "H", "H", "C", "O", "P", "O", "O", "C", "O", "C", "H", "H", "H", "H", "H", "H", "H", "H", "H", "C", "O", "P", "O", "O", "C", "O", "C", "H", "H", "H", "H", "H", "H", "H", "H", "H", "C", "O", "C", "C", "O", "C", "H", "H", "H", "H", "H", "H", "H", "H", "H", "H", "C", "O", "C", "C", "O", "C", "H", "H", "H", "H", "H", "H", "H", "H", "H", "H", "C", "O", "C", "C", "O", "C", "H", "H", "H", "H", "H", "H", "H", "H", "H", "H"],
  "coordinates": [[-27.3435, 10.1044, -13.8278], [-28.4619, 11.0454, -13.4223], [-28.0201, 12.2668, -12.7937], [-27.0770, 12.3951, -11.8083], [-26.9141, 13.7433, -11.4174], [-27.7465, 14.4272, -12.2843], [-28.4115, 13.5323, -13.0947], [-27.9674, 15.8150, -12.2691], [-27.6687, 9.2968, -14.4837], [-26.6834, 9.7329, -13.0440], [-26.6235, 10.7070, -14.3815], [-28.9929, 10.3559, -12.7660], [-29.1007, 11.3060, -14.2663], [-26.6286, 11.5727, -11.2708], [-26.3617, 14.2034, -10.6115], [-29.2775, 13.6751, -13.7239], [-27.7624, 16.3397, -13.2023], [-27.3953, 16.1947, -11.4225], [-29.0146, 16.0062, -12.0352], [-30.4849, 8.1938, -14.1358], [-31.5519, 8.0994, -13.2397], [-32.8089, 7.9403, -13.7973], [-33.0295, 7.9279, -15.1915], [-31.9594, 7.9112, -16.0450], [-30.6713, 8.0270, -15.5267], [-29.5900, 8.1753, -16.3627], [-33.8572, 7.7349, -12.9778], [-29.4876, 8.3589, -13.7555], [-31.4559, 8.1406, -12.1648], [-34.0503, 7.9178, -15.5441], [-32.1935, 7.8205, -17.0955], [-29.7640, 9.0137, -16.7968], [-34.6126, 7.5720, -13.5474], [-26.2916, 17.2246, -16.4181], [-27.5143, 17.7417, -16.0348], [-28.5498, 16.8001, -15.9291], [-28.3071, 15.4217, -16.0242], [-27.0158, 14.9104, -16.3103], [-26.0483, 15.8598, -16.5164], [-24.8094, 15.4168, -16.8625], [-29.8693, 17.2143, -15.6937], [-25.3840, 17.7629, -16.6482], [-27.5988, 18.8138, -16.1345], [-29.0884, 14.6962, -15.8523], [-26.8051, 13.8628, -16.4666], [-24.0930, 16.0359, -16.7041], [-30.4007, 16.5741, -16.1727], [-24.3580, 7.9190, -17.0377], [-25.6645, 7.9367, -16.4477], [-26.0694, 6.9479, -15.5188], [-25.0947, 6.0291, -15.0001], [-23.7495, 6.1294, -15.4759], [-23.4369, 6.9868, -16.5265], [-22.1238, 7.1502, -16.9562], [-27.3447, 6.8425, -14.9956], [-24.0929, 8.5800, -17.8497], [-26.5009, 8.5296, -16.7875], [-25.4747, 5.2943, -14.3058], [-22.9291, 5.5216, -15.1239], [-22.0313, 8.0796, -17.1783], [-27.9803, 7.4098, -15.4381], [-32.0981, 11.5919, -12.8346], [-31.5720, 12.8169, -13.3980], [-32.2333, 14.2102, -12.8230], [-32.1278, 14.3757, -11.3706], [-31.4939, 15.3733, -13.7049], [-31.8558, 16.7465, -13.4633], [-33.7193, 14.0390, -13.4150], [-33.9608, 13.6804, -14.7761], [-32.4395, 10.8816, -13.5875], [-32.9901, 11.7617, -12.2316], [-31.3006, 11.2378, -12.1814], [-32.5356, 16.9016, -12.6255], [-32.3504, 17.1507, -14.3464], [-30.9249, 17.3022, -13.3506], [-34.9689, 13.2848, -14.8996], [-33.2601, 13.0044, -15.2662], [-34.0813, 14.6448, -15.2696], [-23.1029, 9.8437, -10.6586], [-24.4695, 9.8456, -10.5709], [-25.3352, 8.5188, -10.3823], [-26.7629, 8.7155, -10.1349], [-25.0185, 7.4956, -11.6489], [-25.5001, 6.2208, -11.5410], [-24.5491, 7.9263, -9.1260], [-24.6614, 8.3391, -7.8187], [-22.7223, 8.8384, -10.8397], [-22.6356, 10.1777, -9.7322], [-22.7493, 10.4964, -11.4568], [-25.2485, 5.8207, -10.5588], [-24.9438, 5.5494, -12.1950], [-26.5752, 6.0729, -11.6437], [-25.1612, 7.5874, -7.2077], [-25.2785, 9.2262, -7.6764], [-23.6611, 8.5197, -7.4252], [-31.9474, 21.6180, -10.2902], [-30.8139, 20.9565, -10.7958], [-30.8833, 19.6796, -11.8036], [-31.8475, 19.8351, -12.8891], [-29.2938, 19.2298, -12.1708], [-28.7809, 19.4724, -13.4881], [-31.3284, 18.5362, -10.7586], [-30.4852, 17.7948, -9.9404], [-31.7163, 21.7562, -9.2340], [-32.7610, 20.8947, -10.2353], [-32.1731, 22.5614, -10.7875], [-27.6918, 19.4771, -13.4422], [-29.1288, 20.4858, -13.6885], [-29.1363, 18.6956, -14.1650], [-30.6945, 16.7308, -10.0506], [-30.6879, 18.0481, -8.8998], [-29.4234, 17.8625, -10.1772], [-26.1885, 12.5004, -5.3136], [-25.1763, 12.9901, -6.2099], [-25.2970, 12.6748, -7.6107], [-23.9599, 12.6746, -8.2865], [-22.8995, 11.8504, -7.7255], [-22.0721, 12.3011, -6.6960], [-26.3495, 13.2221, -4.5129], [-25.9050, 11.5339, -4.8968], [-27.1326, 12.2868, -5.8148], [-25.9008, 13.4690, -8.0497], [-25.7714, 11.6961, -7.6825], [-23.6337, 13.7099, -8.3856], [-24.0724, 12.1525, -9.2367], [-21.2972, 12.9612, -7.0857], [-21.4539, 11.5120, -6.2678], [-22.5435, 12.7468, -5.8201], [-28.4673, 10.8164, -8.6800], [-28.2617, 12.2426, -8.6719], [-29.4200, 13.0431, -8.7686], [-29.2126, 14.5130, -8.3718], [-28.2965, 15.1982, -9.2462], [-27.5200, 16.1715, -8.5829], [-28.7044, 10.5588, -9.7122], [-29.2621, 10.3307, -8.1137], [-27.5411, 10.3005, -8.4269], [-30.1840, 12.5136, -8.1995], [-29.7096, 12.9611, -9.8162], [-28.8385, 14.4020, -7.3540], [-30.1588, 15.0497, -8.3020], [-27.8801, 17.1655, -8.3175], [-26.6123, 16.3587, -9.1565], [-27.0880, 15.6433, -7.7329], [-23.6904, 13.1614, -12.4607], [-23.7874, 14.5295, -12.0505], [-23.9755, 15.4346, -13.1461], [-24.2164, 16.7979, -12.6233], [-25.3749, 16.9697, -11.7785], [-25.5862, 18.3780, -11.4604], [-24.6372, 12.7672, -12.8299], [-23.4549, 12.5074, -11.6211], [-22.8645, 13.1322, -13.1714], [-24.9020, 15.2144, -13.6763], [-23.1755, 15.3483, -13.8814], [-24.4454, 17.3990, -13.5033], [-23.2627, 17.1871, -12.2669], [-25.8341, 18.8952, -12.3873], [-24.6301, 18.6350, -11.0044], [-26.4427, 18.3689, -10.7863]],
  "mulliken_charge": [-1.42, -0.13, 1.31, -1.49, -0.93, 1.78, -1.09, 0.52, 0.45, 0.02, 0.52, -0.11, 0.46, 1.14, 0.43, 0.36, -0.21, -1.05, 0.04, 0.11, -1.11, 0.83, -0.67, -0.62, 0.00, -0.60, -0.51, 0.48, 0.51, 0.39, 0.48, 0.39, 0.31, -0.49, -0.49, 0.31, -0.66, -0.75, 0.54, -0.58, -0.66, 0.42, 0.64, 0.38, 0.50, 0.34, 0.41, -0.80, -0.20, 0.37, -0.43, -0.71, 0.70, -0.44, -0.43, 0.45, 0.52, 0.75, 0.51, 0.35, 0.29, -0.72, -0.17, 0.77, -0.71, 0.48, -0.55, -0.36, -0.68, 0.09, 0.55, 0.13, 0.59, 0.32, -0.35, 0.25, 0.26, 0.26, -0.96, 0.54, 0.57, -0.67, -0.17, -0.88, -0.32, -0.48, 0.39, 0.21, 0.34, 0.39, 0.25, 0.33, 0.29, 0.03, 0.27, -0.70, -0.31, 0.81, -0.70, 0.00, -0.62, -0.31, -0.23, 0.28, 0.32, 0.26, 0.20, 0.44, 0.08, 0.01, 0.44, 0.04, -0.69, -0.50, 1.67, -0.14, -0.29, -0.83, 0.30, 0.30, 0.14, -0.61, -0.39, 0.59, -0.45, 0.31, 0.29, 0.26, -0.47, 0.32, -0.62, -0.84, 0.43, -1.22, 0.03, 0.41, -0.15, 0.57, 0.05, 0.41, 0.32, 0.24, 0.24, 0.49, -0.42, -0.30, 0.03, -1.03, 0.01, -0.72, 0.16, -0.17, 0.51, -0.10, 0.59, 0.42, 0.39, 0.18, 0.34, 0.18],
  "total_charge": 2,
  "orbital_gap_ev": [6.68, 3.14],
  "energy_ha": -4705.054188,
  "multiplicity": 2
}